(1)
The following is a quantum chemistry calculation of a molecular structure, C28H52B3F5N2O17 at a distorted geometry, from the OMol25 dataset.

Atoms and positions in Å:
N 3.876 2.886 3.868
C 3.865 2.077 2.626
B 5.248 1.905 1.946
O 6.053 2.978 1.555
B 7.187 2.671 0.868
N 8.386 3.583 0.991
C 9.562 2.851 1.123
O 10.603 3.002 0.573
F 9.362 1.909 2.064
C 8.482 4.507 -0.100
O 8.368 4.255 -1.251
F 8.668 5.739 0.360
O 7.287 1.551 0.082
B 6.252 0.678 0.346
C 5.535 -0.164 -0.831
F 5.239 0.677 -1.864
F 6.274 -1.184 -1.341
F 4.357 -0.693 -0.406
O 5.779 0.639 1.622
H 4.699 2.696 4.420
H 3.877 3.869 3.643
H 3.208 2.575 1.914
H 3.398 1.121 2.830
O -0.383 2.697 2.839
C -0.381 1.676 2.198
O 0.794 1.172 1.806
C 0.914 -0.105 1.156
C 0.657 -0.008 -0.331
C -1.657 0.978 1.794
H 0.281 -0.847 1.643
H 1.947 -0.403 1.333
H -0.359 0.314 -0.548
H 0.807 -0.972 -0.810
H 1.339 0.720 -0.777
H -2.088 1.478 0.927
H -2.352 1.054 2.628
H -1.534 -0.077 1.568
O -1.454 -2.361 2.572
C -2.421 -3.059 2.432
O -3.321 -2.733 1.493
C -4.436 -3.568 1.156
C -5.596 -3.399 2.113
C -2.669 -4.239 3.344
H -4.120 -4.609 1.071
H -4.729 -3.242 0.160
H -5.329 -3.694 3.127
H -6.444 -4.003 1.791
H -5.907 -2.357 2.143
H -3.089 -3.867 4.277
H -1.712 -4.710 3.556
H -3.334 -4.994 2.936
O -6.546 5.254 2.357
C -5.398 5.438 2.660
O -4.587 4.372 2.753
C -3.160 4.472 2.902
C -2.735 4.710 4.334
C -4.871 6.817 2.982
H -2.761 5.223 2.217
H -2.777 3.511 2.576
H -3.115 5.656 4.721
H -1.648 4.718 4.400
H -3.119 3.917 4.975
H -5.148 7.058 4.006
H -5.349 7.527 2.313
H -3.795 6.919 2.874
O -1.388 -1.690 -1.931
C -1.288 -2.705 -2.565
O -0.054 -3.146 -2.851
C 0.222 -4.400 -3.490
C 0.120 -4.310 -4.995
C -2.494 -3.448 -3.089
H -0.409 -5.190 -3.075
H 1.244 -4.629 -3.210
H -0.898 -4.058 -5.302
H 0.395 -5.259 -5.451
H 0.781 -3.537 -5.375
H -2.838 -2.949 -3.994
H -3.279 -3.389 -2.339
H -2.313 -4.496 -3.313
O -7.587 -0.420 -2.833
C -7.419 0.613 -2.245
O -6.444 0.673 -1.324
C -6.065 1.883 -0.657
C -6.947 2.203 0.529
C -8.307 1.814 -2.474
H -6.018 2.709 -1.370
H -5.046 1.700 -0.321
H -7.983 2.369 0.232
H -6.596 3.100 1.040
H -6.941 1.377 1.241
H -9.226 1.671 -1.908
H -8.551 1.857 -3.532
H -7.863 2.763 -2.187
O 3.107 -4.332 -4.650
C 4.229 -3.998 -4.381
O 5.160 -4.953 -4.223
C 6.547 -4.661 -4.024
C 6.866 -4.357 -2.575
C 4.586 -2.548 -4.150
H 6.870 -3.864 -4.696
H 7.064 -5.565 -4.336
H 6.340 -3.470 -2.223
H 7.936 -4.192 -2.450
H 6.563 -5.191 -1.943
H 4.281 -2.278 -3.139
H 4.022 -1.944 -4.856
H 5.640 -2.317 -4.272

Values from the calculation:
Total charge: 0
Orbital gap, eV: 9.3
LUMO, eV: -0.190
Strongest force on any atom, eV/Å: 1.3


(2)
The following is a quantum chemistry calculation of 3 unconnected molecules or ions with the total composition C28H52BrN2O9, from the OMol25 dataset.

Atoms and positions in Å:
C 3.251 -5.719 -0.260
C 2.314 -4.977 0.685
O 1.255 -4.306 -0.011
C 0.107 -5.098 -0.200
C -0.839 -4.317 -1.111
N -0.672 -2.865 -0.807
C -1.647 -1.976 -1.523
C -2.359 -2.729 -2.644
N -1.457 -3.577 -3.391
C -0.714 -4.572 -2.630
C 0.751 -4.510 -3.066
O 1.246 -3.197 -2.793
C 2.619 -3.107 -2.632
C 3.110 -2.351 -1.579
C 4.483 -2.215 -1.409
C 5.362 -2.839 -2.290
C 4.859 -3.598 -3.340
C 3.487 -3.731 -3.522
C -1.237 -6.013 -2.878
C -1.587 -6.302 -4.314
O -1.200 -5.731 -5.272
Br -2.727 -7.871 -4.482
H 4.261 -5.753 0.140
H 2.916 -6.746 -0.420
H 3.244 -5.223 -1.230
H 2.850 -4.217 1.252
H 1.870 -5.657 1.419
H 0.350 -6.078 -0.619
H -0.389 -5.277 0.764
H -1.856 -4.573 -0.805
H 0.302 -2.603 -0.978
H -0.828 -2.736 0.194
H -1.126 -1.108 -1.922
H -2.367 -1.606 -0.792
H -3.176 -3.332 -2.241
H -2.808 -1.999 -3.315
H -0.852 -3.041 -3.995
H 0.768 -4.689 -4.145
H 1.368 -5.267 -2.579
H 2.421 -1.873 -0.890
H 4.865 -1.616 -0.593
H 6.428 -2.720 -2.155
H 5.537 -4.075 -4.034
H 3.100 -4.317 -4.346
H -2.076 -6.244 -2.223
H -0.455 -6.741 -2.633
C 0.416 2.196 3.369
O -0.939 2.252 2.972
C -1.144 1.927 1.615
C -2.461 1.214 1.408
O -2.501 -0.122 1.897
C -2.575 -0.311 3.308
C -3.899 0.069 3.929
O -4.035 1.471 4.021
C -5.374 1.914 3.967
H 0.985 3.016 2.919
H 0.445 2.293 4.452
H 0.873 1.239 3.092
H -0.326 1.296 1.243
H -1.156 2.850 1.019
H -2.606 1.122 0.328
H -3.291 1.803 1.801
H -1.751 0.190 3.818
H -2.452 -1.388 3.449
H -3.941 -0.367 4.936
H -4.716 -0.358 3.333
H -5.894 1.500 3.096
H -5.353 2.999 3.880
H -5.925 1.642 4.873
C -2.395 7.298 0.392
O -1.129 7.484 0.980
C -0.869 6.613 2.064
C 0.588 6.216 2.132
O 1.004 5.313 1.115
C 1.142 5.818 -0.205
C 2.313 6.751 -0.411
O 2.055 8.031 0.131
C 3.215 8.706 0.561
H -3.201 7.636 1.052
H -2.419 7.889 -0.522
H -2.563 6.245 0.135
H -1.484 5.708 1.988
H -1.126 7.124 3.002
H 0.714 5.664 3.068
H 1.237 7.092 2.175
H 0.217 6.277 -0.558
H 1.331 4.932 -0.817
H 2.490 6.847 -1.491
H 3.208 6.313 0.048
H 3.813 8.079 1.233
H 2.893 9.592 1.104
H 3.839 9.015 -0.285

Values from the calculation:
Total charge: +1
Orbital gap, eV: 8.0
LUMO, eV: -2.552
Strongest force on any atom, eV/Å: 0.8